1.
Density functional theory data (ωB97M-V/def2-TZVPD) for C6H8S3 as an isolated structure at a distorted geometry.

Its relative energy (zero: lowest compared OMol25 entry of this formula, charge and spin) is 76.5 kcal per mole. The total energy is -38853.8476 eV. The frontier orbital gap is 8.6 eV. The LUMO energy is 0.286 eV. For the HOMO energy, the calculation gives -8.274 eV.

XYZ file:
```
17
Properties=species:S:1:pos:R:3:forces:R:3:lowdin_charge:R:1
C -1.70189 -1.63012 -1.18531 1.8081 -1.9396 3.7993 -0.67
C -0.63589 -0.79314 -0.68094 3.2018 0.7125 1.9434 -0.69
C 0.10369 0.16914 -1.29118 -4.7967 -0.4868 -6.6023 -0.21
C 0.97572 0.95669 -0.64043 2.2537 -0.3123 3.8690 -0.12
C 1.04368 0.43144 0.64583 1.3842 -0.6701 1.0929 -0.63
C 2.02698 0.81566 1.74159 2.5756 -3.0966 2.6971 -0.73
H -4.07200 -1.30530 -1.61206 1.8649 1.0505 2.4774 -0.01
H -1.70906 -1.57975 -2.17833 0.0477 -0.2404 -4.1099 0.03
H -1.42922 -2.64954 -0.76687 -1.1463 0.7102 -0.8317 0.11
H -0.31962 0.39236 -2.41767 1.4890 -0.4384 2.6388 0.18
H 1.70433 1.71240 -0.94169 -0.6693 -0.2190 -0.2561 0.13
H 1.98087 0.05918 2.76611 -0.3437 1.7624 -3.0633 0.12
H 3.20577 0.76620 1.60757 -2.4610 -0.0742 -0.7025 0.10
H 0.25021 1.94746 2.18106 2.4928 1.9066 0.6618 0.00
S -3.05831 -0.79902 -0.53446 -4.8936 -0.5520 -1.7351 0.72
S 1.69279 2.44009 2.30389 -3.6107 0.0628 0.0770 0.65
S -0.05804 -0.93377 1.00289 0.8035 1.8245 -1.9559 1.03
```
Forces are in eV/Å.

---

2.
Density functional theory data (ωB97M-V/def2-TZVPD) for a 2-piece molecular cluster, C6H8Si overall at a distorted geometry.

Its relative energy (zero: lowest compared OMol25 entry of this formula, charge and spin) is 124.1 kcal per mole. The total energy is -14222.2656 eV. The frontier orbital gap is 8.4 eV. The LUMO energy is 0.528 eV. For the HOMO energy, the calculation gives -7.837 eV.

XYZ file:
```
15
Properties=species:S:1:pos:R:3:forces:R:3:lowdin_charge:R:1
C 2.68422 0.03148 -0.13414 -0.1390 1.1967 -0.2122 -0.06
C 2.67601 1.28580 -0.44963 -0.2036 -1.0643 0.3116 -0.05
C -1.15891 2.07940 -0.80265 0.5934 -0.7424 1.0651 -0.22
C -1.41475 2.11817 0.51892 0.7771 -0.8744 -0.7119 -0.22
C 1.63864 0.86421 0.56817 -0.2039 0.0581 0.1106 -0.38
C -1.13223 -1.89364 -0.02991 1.0198 2.6449 0.1609 -0.05
Si -0.18553 0.78197 0.11321 -2.0242 -1.1483 -0.2810 0.82
H 3.08753 -0.94548 -0.21550 0.1935 -0.4821 -0.0804 0.09
H 3.02568 2.12218 -1.00255 0.2282 0.3049 -0.2514 0.09
H -1.52318 2.62241 -1.65979 -0.0228 0.0608 -0.1121 0.03
H -2.07958 2.69568 1.14258 -0.0360 0.0767 0.0446 0.03
H 1.83564 1.12423 1.61124 -0.1546 -0.0070 -0.0219 0.07
H -1.63419 -2.01962 0.91168 -0.1036 0.0221 0.2687 -0.05
H -1.78302 -1.86300 -0.88343 -0.1578 0.0679 -0.2587 -0.05
H -0.24867 -2.49352 -0.15435 0.2336 -0.1138 -0.0320 -0.05
```
Forces are in eV/Å.

---

3.
Density functional theory data (ωB97M-V/def2-TZVPD) for C6H9BCl3F4N3O5Y as an isolated structure.

The net charge is -1. Its relative energy (zero: lowest compared OMol25 entry of this formula, charge and spin) is 0.0 kcal per mole. The total energy is -71249.8429 eV. The frontier orbital gap is 8.2 eV. The LUMO energy is 2.411 eV. For the HOMO energy, the calculation gives -5.771 eV.

XYZ file:
```
32
Properties=species:S:1:pos:R:3:forces:R:3:lowdin_charge:R:1
Y 0.01720 0.05595 -0.59506 -0.0115 -0.0457 -0.0293 1.60
N 2.03755 -0.11445 0.88479 -0.0413 0.0218 -0.0862 -0.04
C 1.66666 -0.81457 2.12615 0.0168 -0.0133 0.0319 -0.16
C 0.66865 -1.94786 1.86966 -0.0148 -0.0093 -0.0087 -0.58
O 0.61598 -2.88038 2.67541 -0.0054 0.0009 -0.0017 -0.01
N -0.06777 -1.77089 0.77014 0.0177 0.0261 0.0176 -0.10
C -1.00380 -2.82453 0.43252 -0.0313 -0.0365 0.0042 -0.15
C -1.57869 -2.61121 -0.97027 0.0377 0.0159 0.0455 -0.63
O -2.33030 -3.43785 -1.45574 -0.0054 -0.0008 -0.0161 0.02
O -1.20591 -1.50525 -1.55252 -0.0557 0.0047 -0.0497 -0.20
H 2.75943 -0.62204 0.38358 0.0112 -0.0055 0.0153 0.10
H 2.40310 0.81265 1.07100 0.0014 -0.0046 0.0192 0.09
H 1.18416 -0.09322 2.78823 0.0072 0.0024 0.0006 0.11
H 2.52444 -1.23586 2.65280 0.0044 0.0130 0.0002 0.11
H -1.84652 -2.86980 1.13137 0.0070 -0.0026 0.0047 0.13
H -0.53718 -3.81276 0.46851 0.0111 0.0051 0.0031 0.12
F 1.63491 1.74365 -1.35183 0.0509 -0.0137 -0.0058 0.03
B 2.41806 0.92209 -2.24561 -0.0459 0.0356 0.0238 -1.23
F 2.30964 1.39462 -3.53152 -0.0029 0.0048 -0.0144 0.16
F 1.75692 -0.37085 -2.14946 0.0837 -0.0034 0.0220 0.02
F 3.70474 0.82041 -1.78434 0.0167 -0.0164 -0.0069 0.16
N -0.80762 0.96924 -2.81746 -0.0263 0.0167 0.0331 0.02
H -0.09360 1.23757 -3.48594 -0.0146 0.0011 -0.0179 0.04
H -1.48871 1.71524 -2.74158 0.0031 0.0010 -0.0170 0.05
H -1.28534 0.13295 -3.14358 0.0124 -0.0177 0.0081 0.05
Cl -3.97700 2.57777 1.65052 -0.0251 -0.0032 -0.0176 0.61
C -2.24257 2.78715 1.85349 0.0412 0.0549 0.0407 -1.51
Cl -1.80818 2.50804 3.54726 0.0010 -0.0029 -0.0280 0.60
Cl -1.78588 4.44659 1.38793 -0.0171 -0.0255 0.0038 0.59
C -1.42431 1.82710 0.93989 0.0128 -0.1097 -0.0926 -0.83
O -2.02052 1.20906 0.03366 0.0165 0.1028 0.0818 -0.09
O -0.19757 1.75146 1.15801 -0.0554 0.0044 0.0362 -0.10
```
Forces are in eV/Å.

---

4.
Density functional theory data (ωB97M-V/def2-TZVPD) for an isolated ion of composition C6H9BNO and charge +1 at a distorted geometry.

The net charge is +1. The SMILES is CB(O)c1cccc[nH+]1. The total energy is -10575.6069 eV. The frontier orbital gap is 9.6 eV. The LUMO energy is -4.931 eV. For the HOMO energy, the calculation gives -14.546 eV.

XYZ file:
```
18
Properties=species:S:1:pos:R:3:forces:R:3:lowdin_charge:R:1
C -2.50053 0.22227 1.39878 -0.0316 -0.2509 -0.2895 0.00
B -1.70759 0.02408 0.03229 -1.6175 -0.4157 -0.6556 -0.38
O -2.45140 -0.00020 -1.18595 1.5654 1.2746 1.6324 0.10
C -0.09940 -0.11400 -0.12736 1.5040 1.5685 0.3112 -0.05
C 0.69837 1.11984 0.06314 1.4087 -2.8796 -0.7522 0.04
C 2.15538 1.02112 -0.12237 -1.6584 -1.5599 -0.4280 0.03
C 2.75631 -0.28321 -0.50316 -2.5615 0.6038 0.5526 0.01
C 1.88204 -1.43876 -0.64315 1.0385 1.9752 0.2237 0.01
N 0.50904 -1.31634 -0.46340 1.5269 1.8192 0.2105 0.12
H -2.67756 1.33654 1.52065 0.2825 -1.1029 0.0048 0.10
H -3.52898 -0.22371 1.26699 1.0336 0.4305 0.1938 0.09
H -2.00402 -0.20067 2.30848 -0.4740 0.5555 -0.7091 0.08
H -2.08878 0.76453 -1.68750 -0.3566 -0.9465 -0.4436 0.12
H 0.17085 2.07182 0.32703 0.7120 -1.0909 -0.2434 0.14
H 2.77648 1.94463 -0.00318 -0.5195 -1.1277 -0.1381 0.13
H 3.85705 -0.33695 -0.67122 -1.2038 -0.2310 0.1734 0.13
H 2.31039 -2.43591 -0.90837 -0.7323 0.9836 0.2849 0.15
H -0.05766 -2.15506 -0.60172 0.0836 0.3942 0.0721 0.18
```
Forces are in eV/Å.

---

5.
Density functional theory data (ωB97M-V/def2-TZVPD) for C6H9BiCl2O4PY as an isolated structure at a distorted geometry.

The net charge is +4. The total energy is -55727.1419 eV. The frontier orbital gap is 6.2 eV. The LUMO energy is -19.006 eV. For the HOMO energy, the calculation gives -25.200 eV.

XYZ file:
```
24
Properties=species:S:1:pos:R:3:forces:R:3:lowdin_charge:R:1
Y -0.93885 -0.39174 -2.67315 -2.7775 -0.1669 -1.9158 0.94
Bi 0.27692 -0.36429 0.03871 -2.5594 -1.8356 3.2589 1.64
Cl -1.60839 -2.38633 -1.07408 1.2306 2.0631 -0.5931 0.10
Cl -1.41905 1.96831 -1.57520 1.2599 -2.3518 0.4750 0.11
C 1.13198 1.67615 0.89365 2.6022 4.4288 1.9698 -0.13
C 0.01943 -2.29109 -4.08970 1.7170 -5.1584 -3.6681 0.01
C 0.11717 0.88615 -4.59732 2.2751 4.2251 -5.8693 0.02
O 1.72243 2.57667 1.27121 -2.1721 -3.1821 -1.3903 0.29
O 0.32192 -3.20884 -4.73179 -1.5250 4.7745 3.3411 0.23
O 0.47148 1.53848 -5.50090 -2.0402 -3.8838 5.3564 0.23
C -2.06412 -1.92632 3.85202 -0.0259 -0.0642 -0.1091 -0.09
P -0.87922 -0.80145 3.12968 -0.0909 0.2455 3.0593 0.66
C -1.22310 0.92768 3.45126 0.0280 -0.2168 0.2001 -0.11
C 0.83215 -1.29611 3.38604 -0.2922 -0.2285 0.0650 -0.13
O -1.18727 -1.00885 1.63319 1.9170 0.7029 -5.5208 -0.57
H -1.99030 -1.88225 4.93450 -0.0266 -0.0070 0.3400 0.10
H -1.88152 -2.95211 3.51190 0.2044 0.1435 0.0782 0.10
H -3.07920 -1.65556 3.54047 0.1338 0.1925 0.0912 0.10
H -1.12433 1.11394 4.51773 0.0484 0.2296 0.2318 0.10
H -0.55590 1.60870 2.91505 0.1499 -0.1154 0.1594 0.04
H -2.24689 1.17680 3.15037 0.0113 -0.2671 0.0926 0.10
H 1.00278 -2.33196 3.06545 -0.3052 0.0190 0.1768 0.10
H 1.55252 -0.67541 2.84015 0.0034 0.4160 0.0293 0.05
H 1.07516 -1.22757 4.44626 0.2340 0.0372 0.1416 0.10
```
Forces are in eV/Å.

---

6.
Density functional theory data (ωB97M-V/def2-TZVPD) for a 2-piece molecular cluster, C6H9Br overall at a distorted geometry.

Its relative energy (zero: lowest compared OMol25 entry of this formula, charge and spin) is 149.9 kcal per mole. The total energy is -76403.2049 eV. The frontier orbital gap (spin up / spin down) is 7.7 / 7.6 eV. The LUMO energy (spin up / spin down) is -1.414 / -1.427 eV. For the HOMO energy (spin up / spin down), the calculation gives -9.080 / -9.067 eV.

XYZ file:
```
16
Properties=species:S:1:pos:R:3:forces:R:3:lowdin_charge:R:1
C 0.39805 3.20884 -0.35900 -1.5216 5.1685 -0.9971 -0.14
C 0.34972 2.07584 -0.04696 1.2587 -6.6213 1.8794 -0.11
C 0.10724 -1.18758 -1.28933 -0.9158 -2.7647 0.8206 -0.13
C -1.35774 -0.35603 0.85660 1.6342 -2.6440 0.4706 -0.04
C 1.20868 -0.28886 0.79780 -2.5188 1.9831 -1.7800 -0.44
C -0.01031 -1.09183 0.22950 0.2248 3.9785 -0.0972 -0.42
Br 2.85393 -0.37176 -0.11264 -0.7665 0.0246 1.1659 0.79
H -0.13103 4.15722 -0.47418 1.0157 -0.4198 -0.1822 0.00
H 0.14712 -0.25875 -1.70768 0.3340 2.5693 -1.2237 0.03
H 0.83616 -1.88431 -1.70946 0.7535 0.4778 0.6135 0.07
H -0.75230 -1.69900 -1.67335 -1.1698 0.0442 -0.0482 0.07
H -2.22905 -1.04387 1.13532 1.3394 0.8123 -0.8197 0.10
H -1.59086 0.45456 0.21999 -0.5224 0.6600 -0.7355 0.03
H -0.97461 0.07258 1.78171 -0.4075 0.1020 0.1592 0.05
H 0.99908 0.24586 1.75454 1.2306 -0.6198 -0.6597 0.06
H 0.14592 -2.03292 0.59713 0.0315 -2.7506 1.4340 0.09
```
Forces are in eV/Å.

---

7.
Density functional theory data (ωB97M-V/def2-TZVPD) for one molecule with the formula C6H9BrSSi at a distorted geometry.

The SMILES is C[Si](C)(Br)c1cccs1. Its relative energy (zero: lowest compared OMol25 entry of this formula, charge and spin) is 0.4 kcal per mole. The total energy is -95124.2938 eV. The frontier orbital gap is 9.7 eV. The LUMO energy is 0.562 eV. For the HOMO energy, the calculation gives -9.186 eV.

XYZ file:
```
18
Properties=species:S:1:pos:R:3:forces:R:3:lowdin_charge:R:1
C 0.61650 -2.47126 0.14617 0.1081 2.1327 2.2745 -0.22
Si 0.98687 -0.56242 -0.11664 0.7709 -1.1837 -0.1677 0.14
C 1.58260 -0.55852 -1.90208 -2.1041 0.0176 -1.3741 -0.23
Br 2.75993 -0.04885 1.16975 -0.1560 0.0728 0.0641 0.34
C -0.39522 0.62220 0.38676 0.1408 0.3886 -0.8562 -0.65
C -0.40970 1.91159 0.93373 0.8319 -2.8420 0.9961 -0.20
C -1.70582 2.30761 1.30969 -0.6654 0.6713 -1.9201 -0.19
C -2.71070 1.49621 0.81350 4.1718 -0.7749 -0.2155 -0.36
S -1.99832 0.11872 0.00376 -0.3404 0.7644 1.0545 0.96
H 0.14562 -2.85884 -0.71406 -0.2677 -0.5636 -1.1886 -0.01
H 1.62225 -2.97407 0.37834 -1.8340 0.5611 -0.0437 0.06
H -0.21323 -2.45175 0.93776 1.6129 -0.7071 -0.5200 0.04
H 1.29657 -1.57741 -2.28366 0.7178 0.7144 0.3546 0.03
H 0.84811 0.06794 -2.49802 0.8898 -0.2496 0.5673 0.04
H 2.58765 -0.29604 -2.22999 -0.0545 -0.0055 0.4172 0.02
H 0.51724 2.30225 1.35484 -0.3028 0.3555 -0.3958 0.09
H -1.81712 3.35229 1.52938 -0.6222 0.1521 0.8854 0.10
H -3.71324 1.62037 0.78074 -2.8971 0.4960 0.0680 0.02
```
Forces are in eV/Å.

---

8.
Density functional theory data (ωB97M-V/def2-TZVPD) for C6H9Cl2FeO3PYb as an isolated structure at a distorted geometry.

The net charge is +4. Its relative energy (zero: lowest compared OMol25 entry of this formula, charge and spin) is 0.0 kcal per mole. The total energy is -112712.7331 eV. The multiplicity is 7. The frontier orbital gap (spin up / spin down) is 8.0 / 6.7 eV. The LUMO energy (spin up / spin down) is -14.806 / -16.672 eV. For the HOMO energy (spin up / spin down), the calculation gives -22.821 / -23.390 eV.

XYZ file:
```
23
Properties=species:S:1:pos:R:3:forces:R:3:lowdin_spin:R:1
Yb -0.12125 -0.27219 -6.05195 -0.4591 1.9016 0.8090 0.96
Fe 0.21961 -1.20982 1.15898 3.4367 -0.3573 -3.7377 3.84
Cl -0.96912 1.93838 -5.59442 0.7020 -1.9307 -0.3155 0.03
Cl 1.70794 -2.49719 0.33131 -0.7185 0.8644 0.4111 0.45
C -1.00998 -2.15330 2.13459 -3.1754 -8.5328 6.2336 0.08
C -0.65220 0.06934 -8.31823 -1.6649 1.0039 -6.8490 0.00
C 0.35967 -2.46695 -7.32609 0.9582 -4.2814 -2.7481 0.00
O -1.14806 -3.05414 2.86678 0.2073 5.0502 -3.8564 0.07
O -0.91338 0.20534 -9.43778 1.3059 -0.6219 5.6594 0.00
O 0.55560 -3.39319 -7.97651 -0.8301 3.9040 2.7432 0.00
C 0.77868 2.34944 2.41147 0.3099 0.2466 -0.5884 0.04
P 0.19526 0.65904 2.21018 0.2840 3.1861 2.6266 0.27
C 1.19279 -0.22759 3.48429 0.3478 -0.6956 -1.0492 0.09
C -1.52476 0.73889 2.79566 -0.2073 -0.4326 -1.0326 0.09
H 1.85114 2.45362 2.20270 -0.2272 -0.0784 0.0998 0.00
H 0.57947 2.51604 3.48120 0.1048 0.2228 -0.2429 0.01
H 0.21937 3.06602 1.79694 0.0441 -0.1956 0.1823 0.00
H 1.12483 0.42805 4.35561 -0.0117 -0.0859 0.1952 0.02
H 0.86902 -1.24559 3.75285 0.2064 0.2992 0.1458 0.00
H 2.21357 -0.24183 3.06739 -0.1143 -0.0808 0.5667 0.00
H -1.50755 1.32527 3.71708 -0.1129 0.0320 0.0535 0.02
H -2.03990 1.26041 1.97412 -0.3191 -0.0147 0.5542 0.00
H -1.98076 -0.24808 2.96384 -0.0664 0.5968 0.1393 0.00
```
Forces are in eV/Å.